25
Properties=species:S:1:pos:R:3 method="wB97M-V/def2-TZVPD" spin_multiplicity=5 total_energy_ev=-59124.5324 charge=-1 lumo_ev="3.1372 / 3.1335"
Co 0.00 0.03 0.18
F 1.23 0.30 4.11
F -0.04 0.39 2.14
F -0.35 2.04 3.77
F -1.10 -0.18 4.15
N -1.14 1.31 0.24
C 1.22 0.71 -1.75
C 1.90 1.17 -0.59
C -1.97 -0.83 -1.21
C 1.28 -0.71 -1.76
C 2.01 -1.13 -0.61
C -1.49 -1.82 -0.45
C -2.57 -0.08 -2.11
C 2.40 0.03 0.11
B -0.07 0.64 3.53
H 0.71 1.34 -2.49
H -1.92 -2.03 0.54
H 0.83 -1.36 -2.51
H -3.33 -0.52 -2.77
H -1.76 2.12 0.11
H 2.23 -2.16 -0.32
H 2.02 2.22 -0.29
H -2.33 0.98 -2.23
H -0.72 -2.50 -0.82
H 2.96 0.06 1.05

=====

25
Properties=species:S:1:pos:R:3 method="wB97M-V/def2-TZVPD" total_energy_ev=-26741.0397 lumo_ev="-2.0725 / -2.1111"
Pb -0.09 1.09 1.29
F 0.00 -1.02 5.10
F -0.17 -1.01 2.77
F -0.99 0.78 3.96
F 1.29 0.46 3.79
N 1.80 0.88 0.29
C 1.13 -2.01 -0.48
C -1.85 2.02 -1.07
C -0.53 2.20 -1.23
C 0.95 -1.25 -1.67
C -0.44 -1.28 -2.00
C -1.11 -2.01 -0.98
C 0.36 2.55 -2.15
C -0.14 -2.50 -0.06
B 0.05 -0.20 4.02
H 2.68 1.08 0.77
H 2.08 -2.24 -0.01
H 0.00 3.06 -3.06
H 1.44 2.42 -2.00
H -2.37 1.38 -1.79
H -2.18 -2.22 -0.96
H -2.39 2.50 -0.24
H -0.91 -0.78 -2.86
H 1.73 -0.78 -2.26
H -0.34 -3.10 0.82

=====

25
Properties=species:S:1:pos:R:3 method="wB97M-V/def2-TZVPD" spin_multiplicity=5 total_energy_ev=-24973.0874 e_above_lowest_ev=0.367 lumo_ev="-0.1196 / -3.1427"
Pd -0.30 0.18 0.20
F -1.85 -4.12 1.68
F -2.20 -2.37 3.19
F -0.66 -2.14 1.47
F -0.20 -3.58 3.24
N 0.91 -0.89 -1.46
C 2.02 0.41 0.07
C -2.24 0.73 0.24
C -1.72 0.96 -1.08
C -1.47 1.53 1.16
C -0.65 1.89 -0.98
C 2.89 0.28 -2.31
C -0.50 2.25 0.40
C 1.98 -0.09 -1.33
B -1.24 -3.08 2.43
H 0.53 -1.09 -2.39
H 2.25 -0.35 0.84
H 3.66 0.98 -2.04
H -2.04 0.44 -1.98
H -0.02 2.24 -1.80
H 0.26 2.91 0.80
H -1.60 1.56 2.24
H 2.42 1.41 0.24
H 2.77 -0.07 -3.33
H -3.00 0.00 0.52

=====

25
Properties=species:S:1:pos:R:3 method="wB97M-V/def2-TZVPD" total_energy_ev=-22543.2988 charge=-1 e_above_lowest_ev=1.019 lumo_ev="3.2281 / 3.2498"
Y -0.41 -0.28 -0.09
F -1.97 -2.16 -0.30
F -1.54 -4.35 0.42
F 0.14 -2.70 0.42
F -1.56 -2.57 1.96
N -2.13 0.90 -0.20
C 0.82 -0.05 2.18
C 0.31 1.89 1.03
C 1.07 -0.52 -2.14
C -0.10 1.03 2.10
C 0.32 0.58 -2.20
C 1.50 1.34 0.47
C -0.21 1.74 -2.57
C 1.82 0.14 1.17
B -1.27 -3.04 0.67
H -0.18 2.80 0.71
H 2.07 -0.52 -1.67
H 0.79 -0.88 2.89
H -1.05 2.17 -2.00
H 0.84 -1.44 -2.69
H -0.97 1.18 2.75
H -3.12 1.15 -0.11
H 2.68 -0.50 0.99
H 0.13 2.32 -3.43
H 2.05 1.76 -0.37